Entry 1:
# C5H11NO

A 2-piece molecular cluster, C5H11NO overall (wB97M-V/def2-TZVPD, OMol25).

Geometry as XYZ:
```
18
Properties=species:S:1:pos:R:3:forces:R:3:mulliken_charge:R:1
C -0.9067 -1.8529 -0.5830 0.0 0.0 0.1 -1.0816
C -0.1116 -0.6444 -1.0043 0.3 0.1 0.0 -0.0127
N 1.0120 -0.2542 -0.5657 -0.4 -0.2 -0.1 -0.4181
C 1.6712 -0.9352 0.5274 0.1 -0.1 0.1 -0.9605
H -0.8255 -2.0104 0.4983 0.0 -0.1 -0.2 0.3131
H -1.9693 -1.7577 -0.8353 0.3 0.1 0.0 0.3136
H -0.5236 -2.7468 -1.0957 -0.1 0.1 0.2 0.3155
H -0.5545 0.0148 -1.7582 0.1 -0.2 -0.1 0.5719
H 1.0890 -0.8366 1.4565 0.1 -0.1 -0.1 0.3069
H 1.8314 -2.0020 0.3307 0.0 0.1 0.1 0.3623
H 2.6404 -0.4549 0.6974 -0.1 -0.2 0.0 0.2904
C -1.0278 1.7278 0.5933 0.1 0.0 -0.1 -0.7454
C 0.2837 2.1362 -0.0617 -0.2 0.2 -0.2 0.1942
O 0.3404 2.6013 -1.1734 -0.1 0.0 0.4 -0.5146
H -1.4508 2.6113 1.0933 0.0 -0.2 -0.1 0.3311
H -1.7225 1.3681 -0.1770 0.1 0.3 0.3 0.2384
H -0.8784 0.9498 1.3517 0.0 0.2 -0.1 0.2060
H 1.1908 2.0325 0.5692 -0.1 0.1 -0.1 0.2896
```
Positions in Å, forces in eV/Å.

E = -8899.6106 eV
total charge = 0
SMILES = C/C=N\C.CC=O
gap between HOMO and LUMO = 10.26 eV
LUMO level = 0.9 eV
energy relative to the best compared isomer or geometry (same formula, charge and spin) = 201.34 kJ/mol

---

Entry 2:
# C5H11NO

One molecule with the formula C5H11NO at a distorted geometry (wB97M-V/def2-TZVPD, OMol25).

Geometry as XYZ:
```
18
Properties=species:S:1:pos:R:3:forces:R:3:mulliken_charge:R:1
N 1.3459 2.7617 -1.2319 0.1 -0.3 -1.2 -0.5352
C 0.9622 1.4960 -0.6611 -0.8 0.4 1.5 -0.4922
C -0.1931 1.5863 0.3854 0.2 -1.5 0.7 -0.5856
C -0.6251 0.1413 0.9081 -0.2 0.3 -1.0 -0.4418
C -0.3283 -1.0294 -0.0551 -0.3 -0.2 0.9 -0.4629
C -0.9711 -2.3238 0.4312 1.3 -0.6 -2.5 -0.1185
O -0.2897 -3.3240 0.4612 -0.5 0.0 1.0 -0.4777
H 0.6528 3.0457 -1.9087 0.1 0.4 0.1 0.2176
H 1.6081 3.5169 -0.6224 -0.2 -0.1 0.3 0.2345
H 1.8239 1.0763 -0.1005 -0.4 -0.1 -0.6 0.2607
H 0.6134 0.8193 -1.4521 0.6 0.2 0.1 0.3113
H -1.1277 2.0786 0.0650 0.7 0.0 -0.4 0.3138
H 0.1753 2.1355 1.2569 -0.1 0.2 -0.1 0.2534
H -1.7352 0.1778 0.8889 0.6 -0.1 0.9 0.2384
H -0.1901 -0.1513 1.8940 -0.6 0.6 -0.6 0.3415
H -0.8069 -0.9050 -1.0313 0.0 0.3 -0.1 0.2859
H 0.7321 -1.2620 -0.2174 -0.3 0.2 0.2 0.3335
H -2.0630 -2.4342 0.3073 -0.2 0.3 0.8 0.3235
```
Positions in Å, forces in eV/Å.

E = -8899.8259 eV
total charge = 0
SMILES = NCCCCC=O
gap between HOMO and LUMO = 9.96 eV
LUMO level = 0.9 eV
energy relative to the best compared isomer or geometry (same formula, charge and spin) = 180.57 kJ/mol

---

Entry 3:
# C5H11NO

One molecule with the formula C5H11NO at a distorted geometry (wB97M-V/def2-TZVPD, OMol25).

Geometry as XYZ:
```
18
Properties=species:S:1:pos:R:3:forces:R:3:mulliken_charge:R:1
N 2.0669 -0.4496 -0.8662 0.1 0.0 -0.7 -0.5973
C 0.9506 0.3523 -1.3963 -0.4 1.7 0.6 -0.6886
C 0.1805 1.0722 -0.2434 -0.2 -1.3 0.4 -0.5745
C 0.0634 0.1266 0.9766 -0.2 1.3 1.7 -0.7886
C -0.9214 -1.0153 0.8047 -0.9 0.2 -1.0 -0.4153
C -2.3557 -0.4257 0.9078 1.9 -1.4 -0.1 -0.0161
O -3.1612 -0.5244 0.0316 -0.7 0.5 0.1 -0.4650
H 2.5662 -0.9044 -1.6275 -0.4 -0.2 -0.1 0.2375
H 2.7850 0.1914 -0.5363 -0.3 0.1 0.3 0.2160
H 0.1759 -0.1750 -1.9537 0.6 -0.7 0.0 0.4331
H 1.3090 1.1716 -2.0328 -0.1 -0.3 -0.3 0.3361
H -0.8483 1.3101 -0.5450 0.2 0.0 -0.3 0.2709
H 0.6130 2.0304 0.0450 0.4 -0.2 0.1 0.3448
H -0.3111 0.7514 1.8405 0.3 -0.4 -0.6 0.3977
H 1.0389 -0.2148 1.3162 0.0 -0.1 -0.2 0.4419
H -0.7802 -1.4996 -0.1736 -0.2 0.2 0.2 0.2505
H -0.8780 -1.8250 1.5360 0.3 0.3 0.3 0.3094
H -2.4936 0.0277 1.9165 -0.6 0.3 -0.3 0.3076
```
Positions in Å, forces in eV/Å.

E = -8900.2066 eV
total charge = 0
SMILES = NCCCCC=O
gap between HOMO and LUMO = 10.56 eV
LUMO level = 1.0 eV
energy relative to the best compared isomer or geometry (same formula, charge and spin) = 143.84 kJ/mol

---

Entry 4:
# C5H11NO

One molecule with the formula C5H11NO at a distorted geometry (wB97M-V/def2-TZVPD, OMol25).

Geometry as XYZ:
```
18
Properties=species:S:1:pos:R:3:forces:R:3:mulliken_charge:R:1
C 0.3243 -1.9983 -0.8257 -0.7 0.9 1.5 -0.8833
C 0.2051 -1.3348 0.3867 2.0 0.6 -1.0 0.6391
N 1.1786 -1.4718 1.4479 -1.5 -1.6 -0.7 -0.5678
C -0.8203 -0.2869 0.6120 -3.0 0.3 -2.3 -0.5906
C -0.4714 1.1945 0.7049 1.0 1.1 1.3 -0.4938
C 0.2038 1.8207 -0.5394 1.4 -0.8 0.4 -0.4505
O -0.7708 1.7602 -1.6009 1.0 -0.2 -0.3 -0.5306
H -0.1197 -1.5908 -1.8096 0.2 -1.3 2.0 0.1623
H 0.8336 -2.9631 -0.7078 0.4 0.6 -1.0 0.2725
H 1.6577 -0.6575 1.7661 -0.3 0.8 0.0 0.2226
H 1.8615 -2.1688 1.2157 0.3 -0.2 -0.1 0.2591
H -1.3837 -0.3095 -0.3991 0.2 -0.2 1.7 0.1652
H -1.6172 -0.5816 1.4062 1.6 0.4 -1.2 0.2852
H -1.3957 1.7843 0.8563 0.4 -0.4 0.2 0.3101
H 0.1770 1.3349 1.5994 -0.3 0.3 -0.4 0.3414
H 1.0875 1.1620 -0.8001 -0.8 0.6 0.1 0.2717
H 0.7071 2.8695 -0.3508 -1.7 -1.8 -0.5 0.2676
H -0.5397 0.9704 -2.1356 -0.3 0.9 0.4 0.3197
```
Positions in Å, forces in eV/Å.

E = -8898.9659 eV
total charge = 0
SMILES = C=C(N)CCCO
gap between HOMO and LUMO = 9.09 eV
LUMO level = 0.8 eV
energy relative to the best compared isomer or geometry (same formula, charge and spin) = 263.55 kJ/mol

---

Entry 5:
# C5H11NO

One molecule with the formula C5H11NO at a distorted geometry (wB97M-V/def2-TZVPD, OMol25).

Geometry as XYZ:
```
18
Properties=species:S:1:pos:R:3:forces:R:3:mulliken_charge:R:1
C -0.8783 -1.7480 -1.2798 -1.5 0.3 0.3 -1.2961
C -0.1391 -1.3397 -0.0190 1.1 0.5 1.4 -0.4522
N 0.0617 0.1047 0.1453 -0.6 0.4 -1.2 0.1103
C 0.9055 0.6131 -0.9174 0.4 -0.1 -0.2 -1.1060
C 0.1794 0.7096 1.4640 1.5 -0.7 -0.9 -0.4303
C -0.0440 2.2178 1.3047 -2.6 -0.9 1.4 -0.0844
O 0.2782 3.0889 2.0597 1.1 0.0 -0.1 -0.4521
H -0.3490 -2.3283 -2.0400 0.1 0.4 0.2 0.2726
H -1.7754 -2.3044 -0.9814 0.4 -0.5 0.0 0.3423
H -1.4054 -0.8655 -1.6682 0.7 0.0 -0.4 0.4179
H -0.6912 -1.6189 0.8668 -0.4 -0.3 0.2 0.3463
H 0.8385 -1.8573 0.1117 -0.3 0.0 -0.4 0.3932
H 0.9382 1.6974 -1.0532 -0.1 0.1 0.6 0.3445
H 1.9484 0.2524 -0.8396 -0.1 0.1 0.0 0.3172
H 0.5122 0.2648 -1.8724 0.1 -0.2 0.0 0.3313
H 1.1433 0.5011 1.9676 0.0 0.2 -0.1 0.2877
H -0.5885 0.2452 2.0919 -0.2 0.5 0.1 0.3276
H -0.9344 2.3673 0.6596 0.5 0.3 -0.8 0.3302
```
Positions in Å, forces in eV/Å.

E = -8899.4610 eV
total charge = 0
SMILES = CCN(C)CC=O
gap between HOMO and LUMO = 9.47 eV
LUMO level = 0.9 eV
energy relative to the best compared isomer or geometry (same formula, charge and spin) = 215.77 kJ/mol

---

Entry 6:
# C5H11NO

A 2-piece molecular cluster, C5H11NO overall (wB97M-V/def2-TZVPD, OMol25).

Geometry as XYZ:
```
18
Properties=species:S:1:pos:R:3:forces:R:3:mulliken_charge:R:1
C 0.5661 1.5101 -1.2885 0.0 0.2 0.0 -1.0620
C 0.2382 0.0494 -1.2130 -0.3 -0.1 -0.1 0.0440
N -0.8522 -0.4785 -0.8421 0.3 0.1 -0.2 -0.4632
C -1.9482 0.3623 -0.3984 -0.1 0.1 0.0 -0.9574
H 0.0419 2.0984 -0.5314 0.1 -0.1 0.0 0.3225
H 1.6403 1.6649 -1.1893 0.0 0.0 0.0 0.3116
H 0.2672 1.9147 -2.2586 0.0 0.0 -0.1 0.3298
H 1.0311 -0.6461 -1.5112 -0.1 0.1 0.0 0.5230
H -1.6698 0.9774 0.4697 0.0 0.0 -0.1 0.3044
H -2.2991 1.0355 -1.1900 0.1 0.0 0.1 0.3693
H -2.7848 -0.2768 -0.1025 0.1 0.1 -0.1 0.2848
C 1.1836 -0.6644 1.5851 0.2 0.1 0.0 -0.7964
C 0.3120 -1.8286 1.1827 0.3 -0.3 0.2 0.2040
O 0.7353 -2.8155 0.6326 -0.2 0.4 0.2 -0.5106
H 1.6257 -0.8858 2.5572 -0.1 -0.1 0.2 0.3466
H 2.0239 -0.5467 0.9044 0.0 0.0 -0.1 0.2475
H 0.6282 0.2725 1.6717 0.0 -0.1 0.0 0.2088
H -0.7394 -1.7429 1.5216 0.0 -0.2 -0.1 0.2933
```
Positions in Å, forces in eV/Å.

E = -8899.6920 eV
total charge = 0
SMILES = C/C=N\C.CC=O
gap between HOMO and LUMO = 10.37 eV
LUMO level = 0.9 eV
energy relative to the best compared isomer or geometry (same formula, charge and spin) = 193.49 kJ/mol

---

Entry 7:
# C5H11NO

One molecule with the formula C5H11NO at a distorted geometry (wB97M-V/def2-TZVPD, OMol25).

Geometry as XYZ:
```
18
Properties=species:S:1:pos:R:3:forces:R:3:mulliken_charge:R:1
C 0.3002 1.5990 -0.9859 -0.7 1.1 -0.3 -1.5768
C -0.3514 0.7126 0.0615 0.4 -0.6 -0.4 0.4421
C 0.4204 0.7750 1.3794 -0.7 0.1 0.1 -1.4065
C -0.4014 -0.7435 -0.4757 0.4 -0.2 -0.4 -0.0941
N 0.9283 -1.2636 -0.8172 -0.1 0.3 0.1 -0.6187
C -1.1178 -1.6426 0.5039 0.2 -0.6 0.4 -0.2128
O -0.5549 -2.1940 1.4190 0.1 0.1 -0.1 -0.4652
H 1.3432 1.3775 -1.1874 0.0 -0.2 0.1 0.3212
H 0.2238 2.6459 -0.6625 0.2 -0.1 0.1 0.4311
H -0.2687 1.6045 -1.9239 0.2 -0.4 0.0 0.3900
H -1.3985 1.0151 0.1746 0.1 0.2 0.2 0.3170
H 1.3124 0.1613 1.3238 0.2 0.1 0.0 0.2861
H 0.6752 1.8013 1.6394 0.2 0.0 -0.2 0.4356
H -0.1927 0.4121 2.1989 0.0 -0.2 0.1 0.3483
H -0.9470 -0.7568 -1.4225 -0.3 0.2 0.1 0.5528
H 0.8465 -1.9272 -1.5755 0.1 -0.1 0.2 0.2269
H 1.3690 -1.7111 -0.0235 -0.1 -0.1 0.0 0.2475
H -2.1866 -1.8654 0.3735 -0.3 0.4 -0.2 0.3755
```
Positions in Å, forces in eV/Å.

E = -8900.6051 eV
total charge = 0
SMILES = CC(C)[C@@H](N)C=O
gap between HOMO and LUMO = 10.22 eV
LUMO level = 0.9 eV
energy relative to the best compared isomer or geometry (same formula, charge and spin) = 105.38 kJ/mol